Here is a cluster of 12 separate species, C66H138N12O12 in total from the OMol25 dataset. Energies are from the ωB97M-V functional and the def2-TZVPD basis.

Properties
LUMO (alpha / beta) = 0.034 / -0.812 eV
E_tot = -113113.81031 eV
gap between HOMO and LUMO (alpha / beta) = 0.310 / 0.300 hartree
multiplicity = 7
total charge = 0

Last column: Mulliken charge in e.
Atoms and positions in Å:
1 H 3.257 -0.530 -2.589  -0.3123
2 H -0.785 -0.016 1.140  0.4717
3 H -8.341 -3.229 -0.401  0.3526
4 C -1.468 0.891 -4.530  -1.6146
5 H 1.123 -9.497 -2.163  0.3432
6 C 1.772 -3.849 4.868  -1.7733
7 H 0.348 -2.657 2.984  0.4662
8 C 1.162 -2.023 3.335  -1.5047
9 H 5.504 -4.218 -1.058  0.3307
10 H 0.174 -0.944 8.364  0.4947
11 H 1.029 -0.941 3.336  0.0120
12 C 5.252 0.515 2.294  -0.0576
13 C -7.737 -2.343 -0.598  -1.1190
14 C 0.328 -0.463 6.224  1.8078
15 H -8.278 -2.332 -2.690  0.3144
16 C -0.713 -6.753 -2.955  2.1102
17 C 2.479 5.797 -1.488  0.7428
18 C 3.276 -1.452 -3.170  0.0670
19 H -0.694 3.758 6.565  0.4978
20 H -6.111 -3.842 1.337  0.4135
21 H 1.765 3.496 6.903  -0.4711
22 H 0.912 7.084 6.785  0.3670
23 H 4.646 0.560 1.389  -0.0904
24 H 0.970 4.822 7.976  0.5230
25 H 0.124 -10.885 -2.385  0.4884
26 H 0.918 4.358 2.196  0.4787
27 H -0.852 -0.319 4.443  0.4524
28 H 2.061 -0.405 7.459  0.5480
29 H -1.384 0.340 -3.593  0.3367
30 C -0.220 -0.661 -6.774  1.4491
31 H -0.285 2.577 -7.128  0.3691
32 H -1.451 -0.789 7.590  0.1895
33 H -0.896 -1.200 -8.810  0.4058
34 H 3.477 -0.443 -5.010  0.3475
35 C -2.616 6.424 3.173  -0.0362
36 H -1.196 -10.124 -0.197  0.3509
37 H -5.924 2.391 5.108  0.2532
38 H 4.469 5.780 7.257  0.4244
39 C 0.976 0.803 -0.047  0.5896
40 H 5.825 -0.884 -6.504  0.4049
41 C 1.274 4.465 6.992  -0.4232
42 H -5.057 -3.484 -2.347  0.2470
43 H 2.222 3.694 2.893  0.4173
44 C 1.772 4.681 2.791  -2.2228
45 H 3.275 4.876 0.295  0.1946
46 C -1.698 -10.084 -1.163  -1.8331
47 C 3.459 5.752 -0.327  -1.2522
48 H 7.111 -3.338 -1.120  0.3020
49 H 1.964 6.950 8.196  0.3916
50 H -5.437 -4.680 -1.083  0.4442
51 C 0.682 -6.828 -3.491  -1.7914
52 H -5.779 -2.192 1.561  0.4643
53 N -1.195 5.084 -0.178  0.0623
54 H -5.598 -0.468 -4.448  0.4608
55 C 1.394 5.233 4.140  2.4930
56 C -1.809 -6.902 -4.127  -1.4951
57 O 1.429 5.119 -1.568  -0.5688
58 H 2.244 6.321 -3.356  0.2659
59 H 0.031 3.486 -5.732  0.4724
60 H 2.494 7.695 6.724  0.4183
61 N -5.351 -1.392 -1.014  0.1645
62 H -0.331 2.206 0.022  0.1016
63 H 5.551 -0.527 2.410  0.3591
64 H 6.492 1.968 0.276  0.2211
65 H -0.612 4.517 4.069  0.1500
66 H -4.688 6.750 1.779  0.2804
67 H -1.916 -11.097 -1.503  0.4223
68 C -7.507 -0.424 -2.111  -1.4304
69 H 7.362 -0.839 -5.679  0.3444
70 C 3.953 -2.594 -2.334  -1.7284
71 C 0.858 6.594 4.000  -1.8876
72 H -1.633 2.850 -6.209  0.3546
73 H -1.245 -1.857 -5.177  0.3454
74 H -1.544 4.571 0.619  0.1397
75 O 7.063 1.737 3.372  -0.6974
76 H -5.939 7.289 2.999  0.2427
77 H -1.970 8.113 -1.074  0.3746
78 H 1.131 1.132 -3.335  0.2082
79 H 3.903 -2.105 -5.130  0.3456
80 N 0.543 0.417 -5.952  1.1700
81 C -2.338 0.107 -5.547  0.0231
82 C 6.439 1.457 2.326  0.3602
83 H 0.540 -9.993 -3.732  0.3407
84 H -7.939 0.411 -1.558  0.5505
85 C -1.931 6.133 -0.451  0.6134
86 H -1.630 7.244 -2.356  0.3393
87 H -2.723 -6.331 -3.962  0.5209
88 H -7.772 -0.105 -3.119  0.4358
89 H 1.681 7.299 3.876  0.3809
90 H -6.074 1.591 -2.561  0.4067
91 O -3.865 1.709 6.105  -0.5803
92 H -2.273 -10.236 -3.706  0.4272
93 O -0.240 -7.610 -0.649  -0.4928
94 H 0.274 2.483 -3.162  0.3961
95 H -0.294 -4.873 -1.763  0.4226
96 C -1.518 -1.134 -5.946  -1.4382
97 H -2.905 5.453 2.772  0.3024
98 C 2.804 -1.623 5.063  -1.5463
99 H -9.261 -1.391 -1.551  0.3570
100 H -6.058 -2.006 -3.796  0.3016
101 H 0.395 6.862 4.950  0.3229
102 H 0.848 -7.639 -4.199  0.2821
103 H -2.651 -8.514 -5.375  0.4267
104 C -0.061 4.551 6.168  -0.5600
105 O -4.012 7.604 4.578  -0.6716
106 C -5.754 -3.749 -1.552  -1.7484
107 H 7.628 2.587 1.425  0.2382
108 O 3.949 4.897 4.555  -0.5286
109 H 4.092 4.058 7.241  0.2703
110 C -5.871 -0.585 -2.160  2.0519
111 H 6.331 -2.284 -5.653  0.4474
112 C 0.238 -9.846 -2.695  -1.7155
113 H 0.858 -4.396 4.635  0.4415
114 N 0.662 2.058 0.132  0.2081
115 H -2.120 6.926 2.342  0.1184
116 C -8.254 -1.743 -1.773  -0.6236
117 C -5.637 -2.995 0.839  -1.9811
118 H -2.143 -1.664 -6.665  0.5127
119 H 0.210 0.972 4.502  -0.2136
120 C -5.457 0.905 -1.980  -1.9159
121 H -0.919 -4.619 -3.378  0.3412
122 C -2.162 -9.184 -3.443  -1.1841
123 H 0.950 -5.952 -4.082  0.4086
124 N 2.795 6.485 -2.526  -0.3726
125 C 5.343 -1.197 -0.841  -1.7271
126 H 6.504 1.162 -3.663  0.4227
127 C 2.730 -0.101 5.393  -0.0613
128 H 3.471 -1.809 4.221  0.4720
129 H 2.511 5.321 2.308  0.3791
130 H -1.364 0.383 -8.199  0.4001
131 H 4.451 5.539 -0.725  0.4903
132 C -4.411 -0.542 5.498  -1.0507
133 H -3.267 -0.325 -5.173  -0.4182
134 H 1.296 2.764 -0.214  -0.0975
135 H -1.140 1.108 5.518  0.4651
136 C -1.105 -9.135 -2.289  1.4422
137 H 2.405 0.520 4.558  -0.0702
138 C 2.408 5.469 6.572  1.0823
139 H 4.499 -1.235 -0.153  0.0997
140 H 3.559 6.697 0.206  0.3797
141 H 6.257 -1.147 -0.249  0.5118
142 H 1.959 -2.189 2.610  0.4525
143 H 3.424 5.027 8.490  0.4337
144 O 7.488 -1.227 -2.957  -0.5521
145 N -5.031 6.959 2.706  -0.3514
146 H 0.388 3.264 4.355  -0.4489
147 H -8.033 -1.711 0.239  0.4199
148 O 1.936 0.439 -0.672  -0.5354
149 H 4.728 1.285 -3.690  0.2186
150 C 1.768 0.089 6.533  -1.2718
151 H 2.423 -4.278 4.107  0.3699
152 H -2.614 -9.578 -0.856  0.4879
153 C -5.529 -1.085 -3.552  -1.9058
154 C -6.122 -2.573 -0.639  1.7813
155 H 1.553 2.417 -4.415  0.4855
156 H -1.971 6.156 4.010  -0.1114
157 C 1.925 6.849 7.111  -1.5987
158 H -1.620 -6.185 -4.927  0.4399
159 H 1.319 -6.728 -2.612  0.4714
160 H -5.419 -0.860 5.768  0.4201
161 N 2.618 5.302 5.088  0.5122
162 C -1.363 7.236 -1.299  -1.1321
163 C 0.592 -1.940 -6.938  -1.6137
164 C -1.001 -5.257 -2.498  -2.0762
165 H -4.428 1.089 -2.289  0.1819
166 H 5.501 -0.146 -1.083  0.3182
167 C 0.700 1.900 -3.978  -2.0932
168 H 0.337 -0.086 -8.731  0.4644
169 C -0.416 0.374 5.164  -1.3756
170 C 3.679 5.049 7.431  -1.6117
171 C 6.336 -1.196 -5.594  -1.7791
172 C 0.270 4.301 4.672  -0.3811
173 N 6.169 -1.575 -3.217  0.5935
174 H -0.670 -0.679 -0.472  0.3115
175 H -1.987 1.801 -4.230  0.6421
176 N -5.790 1.391 5.140  -0.4423
177 C 5.598 0.845 -4.178  -1.6488
178 H -3.627 -1.027 6.079  0.1953
179 C 4.026 -1.229 -4.492  -1.4012
180 H -2.016 -5.032 -2.169  0.5456
181 H -0.452 0.606 7.974  0.3877
182 C -4.618 0.958 5.619  0.8253
183 H -0.222 5.106 -0.446  0.0490
184 C -0.424 -0.423 7.617  -1.5924
185 O -2.993 6.171 0.088  -0.6639
186 O -0.612 -2.771 6.045  -0.5627
187 H 1.993 -4.320 5.826  0.4132
188 C -0.113 1.440 -5.206  2.1535
189 H -4.480 -1.342 -3.405  0.4073
190 H -0.561 5.508 6.315  0.3196
191 H 3.569 7.132 -2.503  0.1859
192 H 3.841 -3.570 -2.807  0.3638
193 H -0.303 7.461 -1.188  0.2465
194 C 5.571 -0.768 -4.322  1.6700
195 N 6.933 1.896 1.182  -0.2886
196 O -3.922 -1.595 -0.939  -0.2769
197 H 4.530 0.606 3.105  -0.0349
198 H -4.239 -0.831 4.462  0.2334
199 H 3.204 -2.096 5.960  0.4222
200 N -1.015 -7.687 -1.843  0.2827
201 C -0.571 2.645 -6.078  -1.8525
202 H 6.290 -3.886 -2.550  0.5199
203 C 5.402 -2.134 -2.041  1.8852
204 H 0.446 -1.185 0.554  0.1659
205 H 5.684 1.402 -5.111  0.4056
206 H -6.530 -4.132 -2.215  0.3487
207 H 1.729 1.153 6.769  -0.2727
208 H 0.128 6.740 3.204  0.2246
209 H 1.280 -1.852 -7.779  0.3876
210 H -6.375 0.756 4.615  0.1682
211 C 1.488 -2.310 4.851  1.5981
212 H -4.569 -3.187 0.942  0.3937
213 H -3.077 -8.856 -2.950  0.3691
214 C -3.989 7.064 3.477  0.2070
215 N 0.480 -1.905 5.833  0.5205
216 C -0.082 -0.256 0.342  -1.2582
217 H 3.657 0.382 5.702  0.7425
218 H 0.001 -2.854 -6.991  0.3976
219 H 3.489 -2.663 -1.350  0.6111
220 H 1.232 -2.175 -6.087  0.1672
221 H -5.525 1.244 -0.946  0.5045
222 H 2.212 -1.568 -3.375  0.5458
223 O 1.759 0.806 -6.679  -0.5406
224 C -0.570 -0.363 -8.193  -1.9834
225 C -1.880 -8.322 -4.629  -0.6429
226 C 6.121 -3.470 -1.557  -1.6385
227 H -2.769 0.667 -6.377  0.4178
228 H -1.017 -8.693 -5.181  0.3060